Record 1
{
  "formula": "C5H12O",
  "method": "ωB97M-V/def2-TZVPD",
  "orbital_gap_ev": 10.82,
  "de_lowest_ev": 0.5558,
  "total_charge": 0,
  "smiles": "CC[C@@H](C)OC",
  "largest_force_ev_per_a": 0.3,
  "species": ["C", "C", "C", "C", "O", "C", "H", "H", "H", "H", "H", "H", "H", "H", "H", "H", "H", "H"],
  "coordinates": [[-0.944323, 1.667721, -0.968905], [0.450569, 1.085593, -0.764041], [0.394517, -0.297595, -0.118620], [1.769864, -0.916196, 0.082469], [-0.253822, -0.168885, 1.140275], [-1.217459, -1.153144, 1.405113], [-1.547566, 1.017890, -1.616755], [-1.452188, 1.750606, -0.003604], [-0.910662, 2.662016, -1.425178], [1.048839, 1.751185, -0.126956], [0.981220, 0.996702, -1.721690], [-0.209379, -0.947534, -0.774514], [2.296961, -1.012639, -0.872286], [1.687604, -1.911934, 0.529424], [2.364148, -0.288840, 0.755562], [-1.619833, -0.952189, 2.400893], [-2.044503, -1.113440, 0.679511], [-0.793987, -2.169318, 1.399304]],
  "atomic_forces_ev_per_a": [[-0.054, 0.001, -0.003], [0.085, -0.038, -0.016], [0.073, 0.065, -0.192], [0.041, -0.033, -0.016], [0.001, 0.110, 0.051], [-0.190, -0.179, 0.091], [0.094, 0.124, 0.095], [0.020, 0.014, -0.154], [0.020, -0.145, 0.053], [-0.081, -0.128, -0.063], [-0.083, 0.030, 0.140], [0.046, 0.051, 0.125], [-0.039, 0.012, 0.114], [0.002, 0.115, -0.046], [-0.078, -0.069, -0.118], [0.050, -0.043, -0.114], [0.119, -0.023, 0.075], [-0.024, 0.137, -0.022]]
}

---

Record 2
{
  "formula": "C5H12O",
  "method": "ωB97M-V/def2-TZVPD",
  "orbital_gap_ev": 10.00,
  "de_lowest_ev": 2.1174,
  "total_charge": 0,
  "smiles": "C=COCCC.[H][H]",
  "largest_force_ev_per_a": 0.3,
  "species": ["C", "C", "O", "C", "C", "C", "H", "H", "H", "H", "H", "H", "H", "H", "H", "H", "H", "H"],
  "coordinates": [[-3.034722, 0.346699, -0.882126], [-1.771187, 0.722329, -0.694675], [-0.772152, -0.168560, -0.493995], [0.460400, 0.358236, -0.025880], [1.501732, -0.742563, -0.119497], [2.883991, -0.282013, 0.331272], [-3.808045, 1.089692, -1.037180], [-3.321597, -0.699906, -0.842276], [-1.474834, 1.772872, -0.680406], [0.360472, 0.714308, 1.011979], [0.748199, 1.222676, -0.643210], [1.169657, -1.594609, 0.485207], [1.537649, -1.095702, -1.156030], [3.609807, -1.096226, 0.246655], [2.876247, 0.049645, 1.375574], [3.247851, 0.550875, -0.280918], [-1.907127, -0.618286, 2.014997], [-2.306336, -0.529473, 1.390514]],
  "atomic_forces_ev_per_a": [[0.181, 0.054, 0.087], [-0.299, 0.133, -0.051], [-0.112, -0.069, -0.124], [0.230, 0.131, 0.038], [-0.045, -0.066, -0.031], [0.059, 0.046, 0.025], [0.173, -0.074, -0.032], [0.069, 0.137, -0.084], [-0.029, -0.143, -0.043], [-0.057, -0.109, -0.152], [0.007, -0.118, 0.044], [0.013, 0.137, -0.053], [-0.004, 0.063, 0.100], [-0.097, 0.118, 0.021], [-0.010, -0.041, -0.129], [-0.057, -0.100, 0.074], [-0.117, -0.053, -0.016], [0.093, -0.046, 0.326]]
}

---

Record 3
{
  "formula": "C5H12O",
  "method": "ωB97M-V/def2-TZVPD",
  "orbital_gap_ev": 10.47,
  "de_lowest_ev": 1.0743,
  "total_charge": 0,
  "smiles": "C=C[C@@H](C)O.C",
  "largest_force_ev_per_a": 0.3,
  "species": ["C", "C", "C", "C", "O", "H", "H", "H", "H", "H", "H", "H", "H", "C", "H", "H", "H", "H"],
  "coordinates": [[-1.061993, -1.702293, 0.288008], [-0.280274, -0.790524, 0.854404], [0.877335, -0.122040, 0.164988], [2.199956, -0.524096, 0.819037], [0.854072, -0.484745, -1.204094], [-0.903761, -2.001981, -0.743867], [-1.880402, -2.165832, 0.831406], [-0.441781, -0.482728, 1.887755], [0.747761, 0.970126, 0.264825], [3.047825, -0.026870, 0.331481], [2.333900, -1.607275, 0.736612], [2.216887, -0.248345, 1.879155], [1.617268, -0.074142, -1.628451], [-1.865617, 1.851382, -0.898355], [-1.533474, 2.155649, 0.098257], [-1.476206, 2.551453, -1.641308], [-2.957980, 1.854858, -0.928526], [-1.493510, 0.847403, -1.111319]],
  "atomic_forces_ev_per_a": [[0.079, 0.094, 0.067], [-0.104, -0.148, -0.045], [-0.029, 0.037, 0.302], [0.073, -0.019, 0.033], [0.215, 0.106, -0.183], [-0.038, 0.041, 0.150], [0.135, 0.086, -0.043], [0.028, -0.069, -0.142], [0.008, -0.168, -0.033], [-0.141, -0.046, 0.056], [-0.015, 0.144, 0.013], [-0.029, -0.034, -0.150], [-0.144, -0.099, 0.017], [0.005, 0.003, -0.005], [-0.060, -0.037, -0.141], [-0.069, -0.067, 0.095], [0.157, 0.006, -0.006], [-0.069, 0.169, 0.014]]
}

---

Record 4
{
  "formula": "C5H12O",
  "method": "ωB97M-V/def2-TZVPD",
  "orbital_gap_ev": 10.86,
  "de_lowest_ev": 2.8616,
  "total_charge": 0,
  "largest_force_ev_per_a": 5.6,
  "species": ["C", "C", "O", "C", "C", "C", "H", "H", "H", "H", "H", "H", "H", "H", "H", "H", "H", "H"],
  "coordinates": [[-1.253967, -1.284501, -2.087737], [-0.087843, -0.832135, -1.237506], [-0.581709, -0.018759, -0.190105], [0.377661, 0.698024, 0.551884], [-0.338985, 1.717519, 1.387401], [1.399814, -0.106872, 1.238866], [-1.759465, -0.432264, -2.517945], [-1.966296, -1.832731, -1.487668], [-0.922448, -1.935397, -2.899806], [0.434521, -1.697963, -0.839088], [0.624933, -0.268855, -1.838826], [0.909838, 1.419192, -0.108656], [0.333817, 2.356717, 1.963463], [-0.685127, 0.847650, 2.422337], [-1.081739, 2.286359, 0.844337], [1.880463, -0.890810, 0.688832], [0.587748, -0.522390, 2.327945], [2.128783, 0.497217, 1.782273]],
  "atomic_forces_ev_per_a": [[0.219, -0.065, -0.026], [-0.090, 0.052, -0.003], [-0.197, -0.124, 0.239], [0.538, 2.318, -2.068], [-0.279, -3.574, 4.311], [-2.655, -0.799, 4.740], [-0.158, 0.265, -0.135], [-0.204, -0.156, 0.195], [0.073, 0.051, 0.069], [0.143, -0.227, 0.147], [0.185, 0.188, -0.141], [0.217, -0.605, -0.719], [0.111, 0.072, -0.474], [-0.114, 2.956, -2.859], [-0.437, -0.290, 0.281], [-0.061, -0.506, -0.096], [2.706, 0.382, -3.114], [0.002, 0.063, -0.345]]
}

---

Record 5
{
  "formula": "C5H12O",
  "method": "ωB97M-V/def2-TZVPD",
  "orbital_gap_ev": 10.75,
  "de_lowest_ev": 0.5673,
  "total_charge": 0,
  "smiles": "CCOC(C)C",
  "largest_force_ev_per_a": 0.3,
  "species": ["C", "C", "O", "C", "C", "C", "H", "H", "H", "H", "H", "H", "H", "H", "H", "H", "H", "H"],
  "coordinates": [[-1.930754, 0.539095, -1.715242], [-1.248465, -0.442020, -0.773313], [0.119097, -0.108675, -0.644818], [0.702425, -0.397889, 0.620432], [2.184656, -0.653108, 0.382995], [0.458055, 0.781794, 1.576886], [-1.367780, 0.631503, -2.648648], [-2.007385, 1.533784, -1.264059], [-2.941732, 0.192457, -1.957963], [-1.749474, -0.425432, 0.205604], [-1.337020, -1.466879, -1.167074], [0.254048, -1.319475, 1.024227], [2.675074, -0.979414, 1.307482], [2.677069, 0.261114, 0.033886], [2.316079, -1.430879, -0.375299], [-0.386290, 0.622086, 2.255085], [0.242430, 1.653785, 0.955425], [1.339970, 1.008152, 2.184392]],
  "atomic_forces_ev_per_a": [[-0.004, -0.008, 0.000], [-0.267, -0.036, -0.030], [0.040, -0.016, -0.111], [0.133, -0.053, 0.147], [0.002, 0.015, -0.020], [-0.024, -0.019, 0.023], [-0.045, -0.057, 0.121], [0.060, -0.150, -0.046], [0.149, 0.046, 0.056], [0.086, 0.027, -0.090], [0.008, 0.110, 0.073], [0.027, 0.129, -0.072], [-0.108, 0.088, -0.131], [-0.070, -0.114, 0.024], [-0.013, 0.117, 0.103], [0.087, 0.006, -0.138], [0.056, 0.026, 0.134], [-0.116, -0.110, -0.042]]
}

---

Record 6
{
  "formula": "C5H12O",
  "method": "ωB97M-V/def2-TZVPD",
  "orbital_gap_ev": 8.68,
  "de_lowest_ev": 3.9215,
  "total_charge": 0,
  "largest_force_ev_per_a": 1.4,
  "species": ["C", "C", "C", "C", "C", "O", "H", "H", "H", "H", "H", "H", "H", "H", "H", "H", "H", "H"],
  "coordinates": [[1.811220, 0.541545, 0.683573], [0.311434, 0.595306, 0.594690], [0.087405, 1.158813, -1.406132], [-0.360932, -0.741438, 0.663449], [-1.841743, -0.710251, 0.315056], [0.329661, -1.709569, -0.140172], [2.081943, 0.186692, 1.689372], [2.270211, -0.160394, -0.028016], [2.258076, 1.531867, 0.565222], [-0.180735, 1.421848, -0.074733], [-0.887714, 1.506163, -1.783123], [0.863927, 1.894356, -1.631932], [0.323790, 0.168428, -1.764470], [-0.261193, -1.031904, 1.729265], [-2.316411, -1.677284, 0.522216], [-1.974273, -0.491715, -0.749709], [-2.352540, 0.057447, 0.903865], [-0.162126, -2.539911, -0.088421]],
  "atomic_forces_ev_per_a": [[0.070, 0.146, -0.014], [0.006, 0.077, -1.338], [0.277, -0.458, -0.150], [-0.245, 0.325, 0.153], [-0.075, 0.020, -0.048], [-0.147, -0.256, -0.016], [-0.134, 0.069, -0.178], [-0.043, 0.166, 0.100], [-0.021, -0.110, -0.011], [-0.294, 0.348, 1.326], [0.273, -0.210, 0.425], [-0.073, -0.253, 0.213], [0.087, -0.076, -0.237], [0.039, 0.067, -0.248], [0.074, 0.140, -0.022], [-0.002, -0.021, 0.150], [0.052, -0.115, -0.076], [0.156, 0.141, -0.029]]
}

---

Record 7
{
  "formula": "C5H12O",
  "method": "ωB97M-V/def2-TZVPD",
  "orbital_gap_ev": 10.68,
  "de_lowest_ev": 2.0380,
  "total_charge": 0,
  "smiles": "C=CC.C=O.C",
  "largest_force_ev_per_a": 0.5,
  "species": ["C", "C", "C", "H", "H", "H", "H", "H", "H", "C", "O", "H", "H", "C", "H", "H", "H", "H"],
  "coordinates": [[-1.075478, 1.433700, 0.038564], [-1.388369, 0.237405, -0.453270], [-1.864581, -0.917054, 0.379788], [-0.830297, 2.263778, -0.618876], [-1.072939, 1.630847, 1.111093], [-1.339330, 0.078392, -1.531436], [-1.480749, -0.860038, 1.402167], [-1.576028, -1.884111, -0.037943], [-2.957846, -0.893870, 0.426182], [1.794136, 1.914469, -0.083804], [2.450340, 1.055638, 0.444298], [1.575599, 1.914556, -1.169384], [1.367409, 2.764081, 0.484696], [1.342928, -1.702891, -0.011801], [0.670993, -0.859197, -0.158395], [1.656148, -1.714989, 1.032830], [2.216396, -1.566813, -0.648558], [0.832817, -2.635233, -0.261446]],
  "atomic_forces_ev_per_a": [[-0.136, -0.114, -0.089], [-0.078, 0.252, 0.076], [-0.050, -0.040, 0.054], [-0.010, -0.121, 0.092], [-0.077, -0.050, -0.207], [-0.105, 0.077, 0.152], [-0.065, 0.040, -0.103], [0.005, 0.146, 0.006], [0.052, -0.065, 0.012], [0.208, -0.183, 0.162], [-0.162, 0.443, -0.201], [0.102, -0.071, 0.077], [0.090, -0.086, -0.004], [0.014, -0.023, -0.021], [0.164, -0.160, -0.006], [0.009, -0.041, -0.096], [-0.033, -0.067, 0.072], [0.074, 0.061, 0.024]]
}

---

Record 8
{
  "formula": "C5H12O",
  "method": "ωB97M-V/def2-TZVPD",
  "orbital_gap_ev": 7.56,
  "de_lowest_ev": 5.1333,
  "total_charge": 0,
  "largest_force_ev_per_a": 0.4,
  "species": ["C", "C", "C", "C", "C", "O", "H", "H", "H", "H", "H", "H", "H", "H", "H", "H", "H", "H"],
  "coordinates": [[-0.991920, 1.464748, -0.359391], [-0.037247, -0.478205, 0.010255], [-0.660133, -1.434369, -0.854292], [-0.341852, -0.574978, 1.481795], [1.367327, -0.083621, -0.378086], [1.841412, 1.008178, 0.371433], [-1.085774, 1.729536, -1.425021], [-0.267145, 2.132152, 0.117424], [-1.969649, 1.547424, 0.134406], [-1.025228, -0.046912, -0.748551], [-0.254559, -1.626114, -1.843368], [-1.442844, -2.080039, -0.473408], [-1.397920, -0.809651, 1.641536], [0.248542, -1.410266, 1.881778], [-0.080850, 0.338016, 2.016983], [1.965395, -0.991542, -0.183576], [1.398691, 0.103330, -1.460611], [2.733758, 1.212311, 0.070701]],
  "atomic_forces_ev_per_a": [[0.001, 0.029, 0.009], [0.072, -0.139, 0.079], [-0.048, -0.191, -0.108], [-0.038, 0.080, 0.001], [-0.224, -0.287, -0.221], [0.233, 0.150, 0.032], [0.058, -0.145, 0.176], [-0.129, -0.259, -0.093], [0.182, -0.139, -0.065], [-0.036, 0.351, -0.028], [-0.036, 0.098, 0.191], [0.124, 0.149, 0.000], [0.157, 0.073, -0.057], [-0.060, 0.135, -0.090], [-0.012, -0.097, -0.070], [-0.117, 0.146, -0.014], [-0.018, 0.042, 0.168], [-0.109, 0.004, 0.091]]
}

---

Record 9
{
  "formula": "C5H12O",
  "method": "ωB97M-V/def2-TZVPD",
  "orbital_gap_ev": 10.96,
  "de_lowest_ev": 0.6017,
  "total_charge": 0,
  "smiles": "CCCOCC",
  "largest_force_ev_per_a": 0.4,
  "species": ["C", "C", "C", "O", "C", "C", "H", "H", "H", "H", "H", "H", "H", "H", "H", "H", "H", "H"],
  "coordinates": [[2.987349, -0.274375, 0.165633], [1.588981, -0.843597, -0.113590], [0.505677, 0.205846, 0.156909], [-0.798500, -0.269714, -0.084390], [-1.829272, 0.673063, 0.172555], [-3.076309, 0.052279, -0.411735], [3.769594, -1.019928, -0.018884], [3.085508, 0.051414, 1.208035], [3.211274, 0.588142, -0.474174], [1.422010, -1.724934, 0.517038], [1.543944, -1.181821, -1.156444], [0.578807, 0.531673, 1.206277], [0.699224, 1.078228, -0.488269], [-1.608389, 1.656297, -0.275965], [-1.985650, 0.841604, 1.253316], [-3.984259, 0.634591, -0.224885], [-3.153582, -0.931144, 0.059770], [-2.956410, -0.067625, -1.491189]],
  "atomic_forces_ev_per_a": [[0.000, 0.030, 0.024], [-0.097, 0.018, 0.000], [0.326, 0.183, 0.096], [0.126, -0.040, -0.018], [-0.122, 0.093, 0.000], [-0.023, -0.052, -0.026], [-0.213, 0.085, 0.032], [-0.038, -0.040, -0.147], [-0.109, -0.118, 0.095], [-0.069, 0.137, -0.085], [-0.151, 0.085, 0.162], [0.094, 0.072, -0.075], [-0.007, 0.013, 0.137], [0.120, -0.239, -0.024], [0.338, -0.111, -0.144], [0.199, -0.061, 0.093], [-0.317, 0.035, -0.236], [-0.058, -0.089, 0.116]]
}

---

Record 10
{
  "formula": "C5H12O",
  "method": "ωB97M-V/def2-TZVPD",
  "orbital_gap_ev": 11.69,
  "de_lowest_ev": 0.5345,
  "total_charge": 0,
  "smiles": "C1CCCC1.O",
  "largest_force_ev_per_a": 2.0,
  "species": ["C", "C", "C", "C", "C", "H", "H", "H", "H", "H", "H", "H", "H", "H", "H", "O", "H", "H"],
  "coordinates": [[-0.403896, -0.852047, -2.024458], [-1.233175, 0.405113, -2.253627], [-0.658826, 1.494572, -1.308408], [0.378564, 0.806532, -0.391888], [0.076474, -0.688977, -0.523978], [0.458814, -0.854157, -2.718127], [-0.971206, -1.788098, -2.190057], [-2.227525, 0.197153, -1.813758], [-1.390965, 0.754742, -3.292037], [-1.444345, 2.097502, -0.813558], [-0.041796, 2.181602, -1.918928], [0.183834, 1.064102, 0.666971], [1.424503, 1.088362, -0.619958], [1.001194, -1.243188, -0.272608], [-0.694236, -0.964628, 0.221322], [1.727323, -1.543947, 6.194759], [1.942863, -0.633307, 5.890599], [1.872403, -1.521328, 7.167739]],
  "atomic_forces_ev_per_a": [[0.602, -0.297, 0.528], [-1.370, 0.244, 1.098], [1.319, 0.901, -1.229], [-0.993, 0.056, 1.235], [0.744, -0.261, -0.739], [-0.179, -0.121, 0.468], [0.279, 0.493, 0.048], [0.113, -0.047, -0.579], [0.293, -0.359, 0.522], [0.494, -0.480, -0.107], [-0.631, 0.125, 0.174], [0.380, 0.196, -0.436], [-0.608, -0.277, -0.086], [-0.612, -0.155, -0.271], [0.171, -0.020, -0.625], [0.370, 0.961, 0.688], [-0.224, -0.976, 0.368], [-0.146, 0.015, -1.057]]
}

---

HOMO level values (in eV) by entry order: -9.6, -8.8, -9.6, -9.7, -9.6, -7.8, -9.8, -6.9, -9.8, -10.8.